1.
4 unconnected molecules or ions with the total composition C27H62Br2N10O5P3 in a non-equilibrium geometry. Source: OMol25; level of theory: the ωB97M-V functional and the def2-TZVPD basis.

Properties
**E_tot**: -8161.0254 hartree
**Charge**: +1
**HOMO energy**: -9.474 eV
**HOMO-LUMO gap**: 4.81 eV
**E_LUMO**: -4.7 eV

```
109
Properties=species:S:1:pos:R:3:forces:R:3
C -1.64151 4.01414 3.51264 0.165 1.149 0.573
C -0.40348 3.74564 4.50062 1.709 -2.555 -1.574
Br -0.18347 4.79414 6.19157 -0.442 -1.277 -2.129
C 0.54833 2.73097 4.14514 -2.360 3.341 1.640
Br 2.14837 2.37435 5.29306 -1.800 -0.027 -1.687
O 0.27195 2.00623 2.93530 3.160 0.251 -0.314
C 1.33235 2.13512 1.98833 1.818 1.915 -0.748
O 2.21259 3.01596 1.99174 -3.485 -3.386 0.146
C 1.34200 1.00293 0.83115 -0.614 -2.407 -1.022
C 1.07113 1.29358 -0.66692 0.721 -4.058 1.587
C 1.08185 0.04052 -1.61723 0.208 1.155 2.897
N 1.32911 -1.27564 -1.09134 0.132 1.967 2.007
C 1.58978 -1.58555 0.29872 -0.266 3.574 1.486
C 1.61385 -0.45995 1.35194 -0.803 0.826 -4.273
H -1.88470 5.14471 3.57052 0.277 -1.923 0.026
H -2.57430 3.41771 3.79818 1.419 0.824 -0.183
H -1.40932 3.80289 2.41436 0.012 0.094 1.705
H 0.84769 2.35407 -1.04885 0.439 -2.046 0.573
H 0.85635 0.15036 -2.74595 0.351 -0.290 1.994
H 1.32115 -2.08947 -1.74265 -0.197 0.954 0.498
H 1.75476 -2.65734 0.68255 -0.343 1.767 -1.323
H 1.81283 -0.63349 2.47430 -0.400 0.126 -2.175
O 1.12896 -1.14032 10.08366 -0.066 -3.656 2.775
P 2.60774 -1.56487 10.13837 1.230 7.305 -5.124
N 3.13380 -0.11100 10.91382 -0.039 0.951 0.841
C 4.39974 0.58045 10.68617 0.312 -0.464 -0.180
C 2.89096 -0.13167 12.34874 -0.654 -0.099 0.388
N 2.73001 -1.42537 8.37762 -0.281 -0.337 -1.378
C 3.35045 -0.29167 7.69689 0.756 -0.242 0.068
C 1.44770 -1.62498 7.66226 -0.133 -0.152 0.455
N 4.29295 -2.14820 10.22784 -0.430 -3.325 1.485
C 5.20336 -2.39241 9.11377 0.048 0.000 -0.664
C 4.23723 -3.41545 11.00072 0.056 -0.052 0.513
H 5.25030 0.05456 11.13760 0.065 0.038 0.019
H 4.35517 1.58525 11.11907 -0.245 -0.181 0.124
H 4.61960 0.73965 9.63305 -0.106 -0.218 -0.005
H 3.54762 -0.84942 12.86164 0.141 0.117 0.135
H 1.85740 -0.41840 12.56267 0.039 -0.021 -0.109
H 3.04406 0.85384 12.80843 0.054 -0.163 -0.269
H 2.91370 0.66541 7.99114 -0.097 0.172 0.065
H 3.24914 -0.38997 6.60857 -0.291 -0.139 0.176
H 4.42929 -0.25014 7.83097 -0.001 0.112 0.289
H 0.82101 -0.72392 7.70888 -0.063 -0.147 0.035
H 0.88174 -2.46261 8.07280 0.051 0.200 0.025
H 1.61578 -1.85060 6.60411 0.386 0.031 0.070
H 4.73927 -2.92264 8.27848 -0.008 0.179 -0.069
H 6.06099 -2.99749 9.43160 -0.357 -0.048 0.424
H 5.66659 -1.46580 8.77665 -0.363 0.091 -0.135
H 3.71621 -4.19462 10.43028 0.183 -0.138 0.139
H 3.69596 -3.26605 11.94096 -0.119 0.036 -0.012
H 5.23250 -3.78115 11.26549 -0.052 0.155 -0.093
O -0.53945 1.49480 -4.58965 0.840 2.396 4.136
P -1.04751 2.88013 -5.04670 -1.936 -3.904 -8.085
N -2.68092 2.35539 -5.26565 -1.016 -0.610 0.507
C -3.60311 2.80801 -6.30481 0.188 0.554 -0.188
C -3.41745 2.30394 -4.01080 0.096 -0.288 0.597
N -0.13082 2.73706 -6.55202 1.083 -0.161 -0.484
C -0.73312 2.38088 -7.83601 -0.264 0.696 -0.312
C 1.06586 1.86783 -6.45549 -0.061 0.052 0.398
N -1.58015 4.52100 -5.50528 1.387 1.967 2.778
C -1.20744 5.26798 -6.70275 0.389 0.016 -0.608
C -1.23527 5.39136 -4.35193 -0.332 0.160 0.398
H -3.97438 3.82324 -6.12052 -0.060 -0.009 -0.019
H -4.46620 2.13561 -6.35138 0.164 -0.059 0.291
H -3.17313 2.78001 -7.30306 0.196 0.059 0.157
H -3.61052 3.30992 -3.61156 -0.221 0.018 0.001
H -2.85449 1.75054 -3.25315 0.068 0.049 -0.060
H -4.38349 1.79258 -4.11870 0.234 0.114 -0.164
H -1.28716 1.44056 -7.79369 -0.086 -0.168 0.031
H 0.03672 2.28599 -8.61124 0.087 -0.102 0.354
H -1.37810 3.15966 -8.23656 -0.219 -0.065 0.179
H 0.79090 0.80489 -6.50053 0.092 0.046 0.095
H 1.62048 2.04418 -5.53209 -0.130 -0.052 -0.089
H 1.76113 2.05921 -7.27788 -0.281 0.246 -0.078
H -0.14142 5.21487 -6.93638 -0.078 -0.139 -0.118
H -1.45232 6.33146 -6.59540 -0.036 -0.201 0.531
H -1.80839 4.96142 -7.55782 0.216 -0.349 0.039
H -0.14709 5.48454 -4.24885 -0.097 0.247 0.063
H -1.62798 4.96631 -3.42154 0.020 -0.127 0.047
H -1.66521 6.39143 -4.44685 -0.005 -0.156 -0.110
O -1.24137 -3.64851 -3.16810 -2.327 -3.562 1.259
P -2.28130 -3.70520 -4.30618 4.596 7.049 -3.397
N -1.11142 -4.03937 -5.53566 1.043 -0.599 -0.437
C -1.14040 -3.55059 -6.91210 -0.602 0.110 -0.102
C -0.73368 -5.44497 -5.57143 0.286 -0.459 0.527
N -2.56501 -1.96583 -4.15593 -0.388 0.940 0.730
C -2.00245 -0.97035 -5.06709 -0.667 0.003 -0.599
C -2.28935 -1.41942 -2.81344 -0.232 -0.511 0.078
N -3.54328 -3.82123 -5.56337 -2.350 -2.322 1.570
C -4.39378 -2.74530 -6.06260 -0.170 0.679 0.060
C -4.46200 -4.89759 -5.11074 0.005 -0.544 -0.137
H -1.89744 -4.06025 -7.52066 0.022 -0.006 -0.067
H -0.16452 -3.71144 -7.38207 -0.019 -0.192 0.274
H -1.31202 -2.47915 -6.98437 -0.143 -0.061 0.205
H -1.55534 -6.07725 -5.93728 0.079 -0.087 -0.190
H -0.46408 -5.79941 -4.57231 -0.068 0.087 -0.001
H 0.13981 -5.62238 -6.21291 -0.225 0.219 0.065
H -0.91473 -1.03826 -5.14202 0.204 -0.034 -0.002
H -2.25576 0.04193 -4.73811 0.118 -0.354 0.156
H -2.43399 -1.00908 -6.06515 0.149 -0.259 -0.103
H -1.20967 -1.27596 -2.66123 -0.012 -0.032 0.116
H -2.66959 -2.06968 -2.02365 0.166 0.019 -0.111
H -2.76920 -0.44654 -2.67208 -0.070 -0.056 -0.368
H -4.80446 -2.11108 -5.27312 0.150 0.111 -0.059
H -5.24915 -3.14608 -6.61965 0.203 -0.457 0.279
H -3.87130 -2.14784 -6.80867 0.231 0.127 0.324
H -5.00969 -4.58696 -4.21245 -0.170 -0.152 -0.142
H -3.89763 -5.80387 -4.86599 0.090 0.007 0.095
H -5.18373 -5.17542 -5.88278 0.145 0.132 -0.001
```
Forces are in eV/Å.



2.
4 unconnected molecules or ions with the total composition C27H62F3IN11O5P3S2 in a non-equilibrium geometry. Source: OMol25; level of theory: the ωB97M-V functional and the def2-TZVPD basis.

Properties
**E_tot**: -4461.6083 hartree
**HOMO energy**: -7.778 eV
**HOMO-LUMO gap**: 6.20 eV
**E_LUMO**: -1.6 eV
**ΔE to the lowest compared entry with this formula, charge and spin**: 15.445 eV

```
114
Properties=species:S:1:pos:R:3:forces:R:3
C 1.82831 -4.10289 -4.18313 -1.205 -1.619 -1.889
C 0.43572 -4.85615 -3.80976 0.279 0.520 -0.850
C 0.57337 -6.31935 -3.18838 0.458 0.623 1.498
N -0.69311 -4.21107 -4.08827 2.964 0.444 3.753
C -1.45672 -3.81230 -2.88380 -2.285 -1.937 -3.580
S -0.63346 -3.79137 -1.21776 0.192 -0.480 0.337
O -1.78425 -2.38221 -3.05757 -1.614 -0.384 2.811
C -2.90081 -2.18614 -2.14161 -0.950 2.514 2.023
O -3.27354 -1.10759 -1.61957 2.010 -4.574 -2.859
C -3.62733 -3.61897 -1.82054 0.453 -0.896 -1.093
N -5.12412 -3.51166 -1.91364 -0.541 -0.858 5.948
C -5.55304 -3.67443 -0.69546 -0.630 1.286 -1.677
S -6.19622 -3.69714 0.82713 1.545 -0.167 -3.642
C -2.95207 -4.44523 -3.01991 -0.431 0.147 1.348
I -4.07874 -3.69009 -4.76066 0.850 -0.142 0.029
C -3.12151 -6.03230 -3.10427 -1.853 -0.203 -0.847
F -2.49625 -6.56327 -4.28080 -1.174 0.916 3.507
F -4.52672 -6.29154 -3.30173 3.304 0.089 0.837
F -2.76550 -6.73159 -1.92343 -0.309 1.369 -2.861
H 2.45668 -3.86982 -3.25929 -1.068 -0.439 -1.216
H 1.53737 -3.18670 -4.80138 0.494 -1.149 1.230
H 2.36682 -4.82651 -4.91178 -0.306 1.238 1.369
H 1.21537 -7.03656 -3.82907 -1.209 1.401 0.723
H -0.41959 -6.80198 -2.88011 1.460 0.802 -0.828
H 1.17275 -6.19658 -2.20117 -0.790 -0.186 -1.550
H -0.70681 -5.05154 -0.63025 -0.264 0.725 -1.090
H -3.41741 -4.11105 -0.81279 0.598 1.119 -1.384
C -7.70331 1.83072 -7.95866 -0.428 0.430 0.386
N -7.66719 0.51498 -7.35865 0.609 -0.400 -1.746
C -8.23569 -0.44694 -8.30226 0.112 -0.417 0.398
P -7.84991 0.04330 -5.72197 6.020 6.595 -1.943
O -6.64003 -0.90940 -5.78298 -3.385 -3.066 0.919
N -7.02747 1.10538 -4.60106 0.265 0.414 1.519
C -6.21924 2.23716 -5.02965 -0.260 0.238 -0.411
C -6.22516 0.38752 -3.58964 -0.035 -0.294 -0.105
N -9.30259 1.07407 -5.59743 -3.320 -2.937 0.770
C -9.38630 2.48178 -5.24339 0.859 0.404 0.301
C -10.26829 0.35480 -4.73940 -0.109 -0.129 -0.122
H -8.72607 2.21262 -8.07349 -0.099 0.131 -0.042
H -7.25277 1.81332 -8.95635 -0.071 -0.376 0.056
H -7.11153 2.56362 -7.41673 -0.113 -0.074 0.210
H -9.33068 -0.37394 -8.32488 -0.133 0.010 -0.189
H -7.96686 -1.46976 -8.02294 -0.011 0.072 0.080
H -7.85572 -0.29397 -9.31683 0.018 0.162 0.161
H -5.44411 1.93599 -5.74228 0.150 0.060 -0.067
H -5.73217 2.71520 -4.17662 -0.005 -0.320 0.144
H -6.81206 3.03674 -5.46678 -0.087 -0.066 -0.195
H -5.25124 0.08396 -3.99239 -0.046 -0.111 0.101
H -6.73776 -0.50811 -3.23211 0.076 0.046 -0.090
H -6.03942 1.02098 -2.71678 -0.171 0.162 -0.179
H -9.04444 2.68796 -4.22324 0.110 0.004 -0.013
H -10.42823 2.81631 -5.30947 -0.058 -0.527 -0.073
H -8.85517 3.12647 -5.94002 0.227 -0.186 0.049
H -9.92274 0.33144 -3.69777 -0.183 0.015 0.109
H -10.38103 -0.67999 -5.08291 0.040 -0.016 0.021
H -11.26232 0.80906 -4.76956 0.120 0.067 -0.041
C 1.57539 0.76139 -0.18404 0.304 0.550 0.353
N 1.33414 -0.36809 0.68732 -1.120 -0.453 -1.395
C -0.10892 -0.58659 0.78356 0.071 -0.441 0.323
P 2.18934 -0.89490 2.07406 4.534 1.757 -7.635
O 2.18190 -2.36670 1.61188 -2.378 -0.372 3.963
N 3.92825 -0.78972 1.89920 1.535 -0.205 0.643
C 4.57628 -0.35589 0.67085 -0.275 0.436 -0.177
C 4.63798 -2.00957 2.32834 -0.280 -0.110 0.051
N 2.17582 0.77460 2.70546 -2.543 -0.385 3.738
C 3.13792 1.84055 2.46925 0.978 -0.303 -0.519
C 1.98746 0.67935 4.16883 -0.219 -0.002 0.041
H 1.23754 1.70961 0.25341 0.001 0.160 -0.015
H 1.04392 0.63785 -1.13325 -0.201 -0.257 0.231
H 2.61715 0.85943 -0.47778 0.072 -0.017 0.246
H -0.57466 0.15486 1.44530 -0.185 0.119 -0.047
H -0.32460 -1.58276 1.18094 0.079 0.046 0.039
H -0.59510 -0.53323 -0.19529 0.184 0.087 0.040
H 4.24828 -0.94608 -0.19169 0.037 -0.044 -0.168
H 5.66264 -0.44118 0.75033 -0.058 -0.250 0.217
H 4.41734 0.69849 0.46069 -0.217 0.026 -0.037
H 4.62151 -2.77879 1.54629 -0.016 -0.079 0.122
H 4.19507 -2.43504 3.23139 -0.013 0.016 -0.123
H 5.68626 -1.79166 2.55673 -0.105 0.280 -0.064
H 4.13662 1.60923 2.85374 0.011 0.027 -0.044
H 2.80442 2.75713 2.96945 -0.337 -0.373 0.220
H 3.21021 2.12207 1.42094 0.003 -0.299 -0.060
H 2.88259 0.26670 4.65132 -0.002 0.128 0.184
H 1.14279 0.01910 4.39869 0.010 -0.052 -0.015
H 1.76260 1.65036 4.61805 0.088 -0.014 -0.127
C 5.23808 2.52754 8.11664 0.606 0.199 0.358
N 5.55151 2.18198 6.74715 -1.684 -0.849 0.176
C 5.25269 0.76510 6.54017 0.189 0.064 -0.558
P 6.78790 2.76767 5.71661 -5.306 5.984 4.326
O 5.81906 2.94249 4.53024 2.948 -3.136 -1.767
N 7.03308 4.49582 5.84463 0.865 1.320 -0.421
C 6.22040 5.35044 6.69742 -0.078 -0.257 0.470
C 7.11379 5.17758 4.53840 -0.059 -0.253 -0.160
N 7.97908 2.52540 7.02410 2.740 -3.142 -1.669
C 8.36567 3.44819 8.07934 -0.388 0.927 -0.081
C 9.22630 2.05032 6.38740 -0.005 -0.219 -0.021
H 5.91669 2.05169 8.83625 0.044 -0.010 0.157
H 4.22259 2.20877 8.37322 0.070 -0.215 -0.314
H 5.22916 3.59946 8.29534 0.220 0.013 -0.111
H 6.02943 0.13118 6.98677 -0.040 -0.183 0.131
H 5.19362 0.53274 5.47258 0.079 0.070 0.014
H 4.28606 0.48657 6.97080 0.104 0.191 0.069
H 5.15201 5.23928 6.48377 -0.151 0.079 0.029
H 6.48765 6.40158 6.56635 0.086 -0.091 -0.318
H 6.39095 5.17341 7.75621 -0.077 -0.200 0.049
H 6.11638 5.36553 4.12240 0.083 -0.040 -0.108
H 7.67819 4.58868 3.81241 -0.108 0.016 0.068
H 7.62083 6.14300 4.63242 0.021 -0.121 0.284
H 8.83727 4.36080 7.69885 -0.083 0.058 -0.024
H 9.08920 2.96331 8.74498 -0.041 -0.365 -0.395
H 7.53873 3.71429 8.73386 -0.139 0.061 -0.253
H 9.69682 2.85253 5.80438 0.209 -0.039 0.032
H 9.00993 1.21841 5.70720 -0.016 0.025 -0.035
H 9.94711 1.68053 7.12144 -0.114 0.087 0.030
```
Forces are in eV/Å.